(1)
C6H10O | wB97M-V/def2-TZVPD

The SMILES is O[C@@H]1C=CCCC1. The calculation puts the maximum force at 4.206 eV/Å. The calculation puts the HOMO-LUMO gap at 10.4 eV. Its highest occupied orbital energy is -9.43 eV. The energy relative to the best compared isomer or geometry (same formula, charge and spin) is 113.23 kJ/mol.

Geometry (Å):
1 O 1.98588 -0.86760 0.95958
2 C 1.32359 -0.41146 -0.18600
3 C -0.07034 -1.37289 -0.35966
4 C -1.22314 -0.74050 0.29777
5 C -1.33626 0.94980 -0.19247
6 C -0.06838 1.65819 -0.16249
7 C 1.08622 1.02082 -0.14973
8 H 1.52296 -0.46655 1.70394
9 H 1.99235 -0.69349 -1.00317
10 H 0.20726 -2.38886 -0.08751
11 H -0.31850 -1.49983 -1.42844
12 H -0.97007 -0.62740 1.35623
13 H -2.15478 -1.29899 0.21639
14 H -1.78232 0.86831 -1.19157
15 H -2.06465 1.52593 0.39118
16 H -0.12682 2.74040 -0.12091
17 H 1.99671 1.60322 -0.04334

=====

(2)
C3H3BrO | wB97M-V/def2-TZVPD

The SMILES is CC(Br)=C=O. The calculation puts the maximum force at 3.677 eV/Å. The calculation puts the HOMO-LUMO gap at 8.7 eV. Its highest occupied orbital energy is -8.77 eV. The energy relative to the best compared isomer or geometry (same formula, charge and spin) is 72.15 kJ/mol.

Geometry (Å):
1 C -0.50609 0.10776 -0.03977
2 C -0.87186 1.32920 0.03668
3 C 0.91375 -0.49866 0.00585
4 O -1.40515 2.34834 0.00340
5 Br -1.85506 -1.18173 0.00758
6 H 0.86352 -1.58032 0.38562
7 H 1.69355 0.03783 0.70635
8 H 1.16733 -0.56240 -1.10570

=====

(3)
C40H16BrF19GeN2PReS2 | wB97M-V/def2-TZVPD

The calculation puts the maximum force at 0.415 eV/Å. The multiplicity is 4. The calculation puts the HOMO-LUMO gap (spin up / spin down) at 6.1 / 5.6 eV. Its highest occupied orbital energy (spin up / spin down) is -16.36 / -16.36 eV. The charge is +3. The energy relative to the best compared isomer or geometry (same formula, charge and spin) is 14.42 kJ/mol.

Geometry (Å):
1 Re 0.83156 0.58289 -0.43400
2 F 0.63781 6.30646 3.35558
3 C 0.87996 5.06252 3.04141
4 C 0.89746 4.07957 4.01695
5 F 0.67009 4.39187 5.26848
6 C 1.15419 2.75380 3.66858
7 F 1.17107 1.86388 4.64352
8 C 1.38653 2.37486 2.35378
9 P 1.71937 0.65748 1.86500
10 C 0.93702 -0.53632 2.94047
11 C 1.63549 -0.98333 4.06817
12 C 1.02057 -1.85579 4.94898
13 C -0.28025 -2.28335 4.71371
14 C -0.97378 -1.84659 3.59168
15 C -0.36640 -0.97570 2.70386
16 C 3.48944 0.42823 1.87044
17 C 4.36595 1.51205 1.91532
18 C 5.73406 1.28502 1.89995
19 C 6.22121 -0.01243 1.83714
20 C 5.34661 -1.09586 1.78844
21 C 3.98211 -0.88163 1.79926
22 C 1.37510 3.40034 1.40081
23 Br 1.78194 3.02786 -0.43036
24 C 1.12952 4.71609 1.71119
25 F 1.12968 5.64892 0.77963
26 H 2.64574 -0.64860 4.26230
27 H 1.55573 -2.20104 5.82285
28 H -0.75337 -2.96702 5.40604
29 H -1.98065 -2.19587 3.40582
30 H -0.90827 -0.65796 1.82343
31 H 3.99739 2.52818 1.98735
32 H 6.41794 2.12093 1.95163
33 H 7.28917 -0.18508 1.83710
34 H 5.73710 -2.10416 1.76083
35 H 3.30038 -1.72441 1.78280
36 C 2.73871 -3.37825 -1.15453
37 N 2.38668 -2.71566 -2.41294
38 C 2.07198 -3.36665 -3.58446
39 C 1.84243 -2.41938 -4.52714
40 N 2.02157 -1.21004 -3.90732
41 C 2.34192 -1.39860 -2.62153
42 S 2.77636 -0.14310 -1.48163
43 H 2.45146 -4.42231 -1.23205
44 H 2.19317 -2.91337 -0.33624
45 H 3.81130 -3.30477 -0.98820
46 H 2.05142 -4.44044 -3.65361
47 H 1.58120 -2.50565 -5.56735
48 H 1.95379 -0.30739 -4.35576
49 F -3.71985 -0.69090 -4.40747
50 C -3.85094 -1.77080 -3.63333
51 C -3.34702 -1.74957 -2.34045
52 C -3.50618 -2.88966 -1.56339
53 F -3.01157 -2.88850 -0.31527
54 C -4.13954 -4.01861 -2.03424
55 F -4.26925 -5.09355 -1.28213
56 C -4.64489 -4.00665 -3.33401
57 F -5.25566 -5.06674 -3.80053
58 C -4.50170 -2.88183 -4.13859
59 F -4.98393 -2.87908 -5.36544
60 Ge -2.46543 -0.23148 -1.60386
61 S -0.36352 -1.16772 -0.99693
62 C -3.05075 0.41734 0.12304
63 C -2.27078 1.33257 0.79801
64 F -1.06776 1.74436 0.19754
65 C -2.58044 1.89171 2.00945
66 F -1.77161 2.76498 2.60043
67 C -3.77573 1.50234 2.61285
68 F -4.10438 2.00436 3.77818
69 C -4.60322 0.57938 1.98117
70 F -5.72469 0.20985 2.55256
71 C -4.23094 0.04996 0.74718
72 F -5.04103 -0.82355 0.16828
73 C -1.97618 1.21421 -2.78114
74 C -1.16305 0.96841 -3.88037
75 F -0.72202 -0.28362 -4.10801
76 C -0.78778 1.95733 -4.76291
77 F 0.02031 1.68087 -5.77895
78 C -1.26452 3.25084 -4.57102
79 F -0.91945 4.20309 -5.40375
80 C -2.09618 3.53226 -3.49380
81 F -2.54729 4.75493 -3.30780
82 C -2.43478 2.51429 -2.61627
83 F -3.22775 2.80894 -1.58433

=====

(4)
C10H31CoN6O5 | wB97M-V/def2-TZVPD

The calculation puts the maximum force at 2.151 eV/Å. The multiplicity is 4. The calculation puts the HOMO-LUMO gap (spin up / spin down) at 8.7 / 8.7 eV. Its highest occupied orbital energy (spin up / spin down) is -10.78 / -10.80 eV. The charge is +1. The energy relative to the best compared isomer or geometry (same formula, charge and spin) is 110.01 kJ/mol.

Geometry (Å):
1 Co -0.48328 0.55688 -0.76309
2 O -2.12823 1.55349 -1.08173
3 H -3.05788 1.32584 -1.08905
4 C 0.21968 -0.90903 2.78443
5 C -1.15717 -0.58936 2.21797
6 C -2.11817 -0.27868 3.34994
7 O -1.70153 0.92265 4.00726
8 C -2.55327 1.24093 5.07982
9 N -1.01527 0.60861 1.34146
10 H 1.02168 -0.92166 2.05517
11 H 0.12857 -1.79473 3.42199
12 H 0.49944 -0.17810 3.55586
13 H -1.55651 -1.46991 1.71480
14 H -2.29313 -1.10411 4.04393
15 H -3.08696 0.00189 2.90958
16 H -2.18075 0.83854 6.02312
17 H -3.56543 0.84838 4.92836
18 H -2.68283 2.31987 5.15257
19 H -0.44377 1.18521 1.96448
20 H -1.86354 1.17725 1.32422
21 C 2.77361 3.46467 -0.31164
22 C 2.08815 2.23188 -0.84794
23 C 2.53792 0.93759 -0.17695
24 O 1.56767 -0.11388 -0.30072
25 C 2.21335 -1.37035 -0.29346
26 N 0.61069 2.35285 -0.65743
27 H 2.39244 4.36051 -0.79998
28 H 3.86511 3.50937 -0.33631
29 H 2.58048 3.55416 0.76431
30 H 2.12947 2.09285 -1.93242
31 H 2.67235 1.06924 0.90592
32 H 3.51277 0.64404 -0.57200
33 H 2.94174 -1.34754 0.53229
34 H 2.80491 -1.59694 -1.18072
35 H 1.52608 -2.15452 -0.00497
36 H 0.49559 2.65103 0.32136
37 H 0.30511 3.25246 -1.03563
38 C -1.25030 -2.52898 -1.47086
39 O -0.93005 -1.56467 -0.78606
40 N -0.47110 -3.65913 -1.52842
41 N -2.41790 -2.64306 -2.12383
42 H -0.50395 -4.28593 -2.31084
43 H 0.16663 -3.84834 -0.78074
44 H -2.50063 -3.37822 -2.80219
45 H -3.14560 -1.95983 -2.01701
46 C 0.29990 -0.37820 -3.75154
47 O -0.16903 0.29187 -2.83818
48 N -0.47409 -1.07897 -4.59947
49 N 1.63472 -0.52197 -3.95069
50 H -0.04399 -1.33699 -5.47019
51 H -1.47016 -1.03374 -4.49596
52 H 2.24132 -0.08440 -3.28255
53 H 2.03513 -0.86081 -4.80624